[1]
This record from OMol25 describes a cluster of 14 separate species, C59H114NO27S9 in total at a distorted geometry. The level of theory is ωB97M-V with the def2-TZVPD basis set.

Values from the calculation:
HOMO-LUMO gap: 8.60 eV
LUMO: -1.83 eV
HOMO energy: -0.3832 hartree
Energy: -217311.5400 eV

```
! RIJCOSX wB97M-V def2-TZVPD def2/J DEFGRID3
* xyz 1 1
C -1.47 -0.82 0.85
C -0.66 -0.09 -0.19
C 0.85 -0.29 0.05
N 1.73 0.47 -0.97
C 1.55 1.94 -0.72
C 1.47 0.03 -2.39
C 2.29 -1.20 -2.66
C 3.38 -1.22 -1.55
C 3.21 0.10 -0.82
H -1.19 -1.87 0.96
H -2.54 -0.70 0.66
H -1.33 -0.35 1.82
H -1.06 0.93 -0.21
H -0.96 -0.63 -1.09
H 1.14 -1.34 -0.02
H 1.20 0.09 1.01
H 0.56 2.28 -0.98
H 2.31 2.46 -1.30
H 1.74 2.11 0.34
H 1.86 0.81 -3.06
H 0.42 -0.01 -2.68
H 2.80 -1.14 -3.62
H 1.71 -2.11 -2.52
H 4.33 -1.22 -2.09
H 3.30 -2.11 -0.94
H 3.77 0.94 -1.23
H 3.44 0.00 0.24
O 4.57 6.19 0.58
S 4.66 4.85 0.03
O 3.59 4.37 -0.83
O 6.05 4.75 -0.80
C 7.33 5.07 -0.24
C 8.22 3.83 -0.28
C 5.03 3.68 1.34
H 7.20 5.47 0.77
H 7.79 5.83 -0.87
H 8.47 3.57 -1.31
H 7.70 3.05 0.27
H 9.16 4.04 0.23
H 6.05 3.75 1.70
H 4.96 2.69 0.88
H 4.38 3.82 2.20
O -0.97 4.11 0.02
S -1.31 3.79 1.38
O -2.01 2.58 1.70
O 0.02 3.96 2.35
C 1.04 4.83 1.91
C 1.98 5.13 3.06
C -2.26 5.11 2.09
H 0.62 5.71 1.43
H 1.59 4.24 1.17
H 2.64 5.96 2.82
H 2.47 4.27 3.51
H 1.59 5.59 3.98
H -1.91 6.04 1.65
H -2.16 5.11 3.18
H -3.29 4.87 1.83
O 4.22 -4.74 2.13
S 2.86 -4.46 1.74
O 2.48 -3.15 1.23
O 2.44 -5.54 0.58
C 1.21 -5.20 -0.12
C 0.77 -6.45 -0.90
C 1.61 -4.96 2.99
H 1.35 -4.35 -0.78
H 0.39 -4.91 0.53
H -0.31 -6.37 -1.04
H 0.91 -7.42 -0.42
H 1.27 -6.47 -1.86
H 1.77 -4.54 3.98
H 1.86 -6.02 3.05
H 0.68 -4.66 2.52
O -5.49 -0.33 2.14
S -6.29 0.71 1.53
O -7.31 0.45 0.53
O -7.03 1.42 2.81
C -7.83 2.56 2.49
C -8.94 2.62 3.54
C -5.16 2.05 1.02
H -8.18 2.56 1.45
H -7.29 3.51 2.58
H -9.51 1.69 3.58
H -9.56 3.48 3.28
H -8.54 2.91 4.51
H -4.74 2.55 1.89
H -5.64 2.71 0.31
H -4.38 1.47 0.51
O -2.36 -4.77 4.75
S -2.88 -4.35 3.45
O -1.93 -4.36 2.34
O -4.24 -5.09 2.96
C -5.24 -5.28 3.99
C -6.57 -4.86 3.42
C -3.58 -2.68 3.58
H -5.04 -4.68 4.88
H -5.23 -6.32 4.31
H -7.30 -4.89 4.22
H -6.84 -5.58 2.64
H -6.53 -3.94 2.85
H -3.86 -2.37 2.58
H -2.83 -1.97 3.94
H -4.50 -2.64 4.15
O 1.22 3.20 -3.51
S 0.76 4.55 -3.81
O 1.35 5.28 -4.95
O -0.86 4.54 -3.98
C -1.57 3.85 -2.96
C -2.81 3.17 -3.60
C 0.87 5.60 -2.36
H -1.95 4.57 -2.24
H -1.05 3.09 -2.37
H -3.21 3.94 -4.27
H -3.54 2.92 -2.83
H -2.56 2.26 -4.14
H 0.14 6.39 -2.51
H 1.90 5.97 -2.38
H 0.68 5.03 -1.45
O 4.08 0.08 3.75
S 2.82 0.72 3.52
O 2.67 1.62 2.39
O 1.66 -0.44 3.32
C 1.66 -1.50 4.30
C 0.33 -2.19 4.10
C 2.30 1.54 5.02
H 1.92 -1.17 5.31
H 2.46 -2.22 4.09
H -0.52 -1.55 4.33
H 0.23 -3.08 4.72
H 0.28 -2.48 3.05
H 2.29 0.88 5.89
H 1.32 2.00 4.87
H 3.04 2.31 5.23
O -4.95 4.74 4.01
S -4.72 3.80 5.08
O -5.72 2.90 5.56
O -3.40 2.94 4.70
C -2.73 2.10 5.63
C -1.63 1.36 4.87
C -4.04 4.80 6.47
H -3.47 1.44 6.07
H -2.23 2.76 6.34
H -2.10 0.58 4.27
H -1.01 0.83 5.60
H -0.97 1.92 4.22
H -4.78 5.54 6.75
H -3.12 5.24 6.08
H -3.82 4.16 7.33
O 0.35 -3.76 -3.21
S -1.04 -3.46 -2.87
O -1.44 -3.42 -1.46
O -1.50 -2.11 -3.64
C -2.75 -1.49 -3.32
C -3.36 -1.04 -4.65
C -2.06 -4.70 -3.80
H -2.56 -0.60 -2.71
H -3.47 -2.12 -2.79
H -4.41 -0.76 -4.58
H -3.47 -1.95 -5.25
H -2.72 -0.34 -5.19
H -2.03 -5.59 -3.18
H -1.69 -4.89 -4.81
H -3.11 -4.42 -3.79
C 5.01 2.16 -3.48
C 5.87 1.88 -2.41
C 6.81 0.85 -2.49
C 6.84 0.10 -3.67
C 5.89 0.30 -4.67
C 5.03 1.37 -4.62
H 4.34 3.00 -3.40
H 5.80 2.50 -1.53
H 7.47 0.57 -1.68
H 7.55 -0.70 -3.85
H 5.88 -0.32 -5.56
H 4.38 1.56 -5.46
C 6.76 -4.65 -0.27
C 7.82 -4.00 -0.86
C 7.63 -3.33 -2.09
C 6.37 -3.25 -2.65
C 5.31 -3.83 -2.01
C 5.48 -4.52 -0.82
H 6.91 -5.29 0.59
H 8.80 -4.10 -0.41
H 8.48 -2.92 -2.61
H 6.22 -2.79 -3.62
H 4.32 -3.81 -2.44
H 4.69 -5.11 -0.39
C -4.69 -4.36 -1.33
C -5.80 -5.03 -1.75
C -7.02 -4.77 -1.15
C -7.10 -3.80 -0.18
C -5.98 -3.08 0.30
C -4.77 -3.44 -0.26
H -3.74 -4.50 -1.83
H -5.77 -5.83 -2.49
H -7.88 -5.37 -1.42
H -8.01 -3.68 0.40
H -6.09 -2.31 1.05
H -3.82 -3.00 0.01
C 0.13 -0.85 -6.81
C 0.75 -1.21 -7.97
C 1.72 -0.39 -8.53
C 2.00 0.84 -7.92
C 1.49 1.10 -6.65
C 0.51 0.25 -6.08
H -0.64 -1.50 -6.39
H 0.50 -2.16 -8.44
H 2.36 -0.80 -9.31
H 2.72 1.53 -8.34
H 1.71 1.99 -6.07
H 0.06 0.66 -5.19
*
```

Atom charges from the Löwdin analysis, given in e for atoms 1 to 6:
1 C -0.091
2 C -0.201
3 C -0.058
4 N -0.204
5 C 0.008
6 C -0.102

=====

[2]
This record from OMol25 describes a structure of composition C10H20BNO11S4. The level of theory is ωB97M-V with the def2-TZVPD basis set.

Values from the calculation:
HOMO-LUMO gap: 5.86 eV
LUMO: 4.15 eV
HOMO energy: -0.0630 hartree
Energy: -78725.8622 eV

```
! RIJCOSX wB97M-V def2-TZVPD def2/J DEFGRID3
* xyz -2 1
C -1.63 4.95 0.24
B -1.86 3.47 0.69
O -2.80 3.14 1.63
S -0.80 2.22 -0.17
O 0.55 2.79 0.00
O -1.26 2.26 -1.57
N -1.00 0.85 0.57
S -0.34 -0.49 -0.02
O -1.38 -1.39 -0.50
O 0.73 -0.26 -0.99
C 0.50 -1.33 1.46
O 0.79 -2.50 1.20
O 0.68 -0.64 2.45
H -1.78 4.99 -0.85
H -0.58 5.23 0.38
H -2.31 5.66 0.73
H -3.35 3.91 1.80
C 3.00 3.06 -4.02
C 2.02 2.02 -4.59
C 0.61 2.48 -4.21
S 0.68 4.27 -4.06
O 0.45 4.58 -2.69
O -0.06 4.90 -5.13
C 2.44 4.43 -4.38
H 4.01 2.92 -4.41
H 3.04 2.95 -2.93
H 2.12 1.99 -5.68
H 2.22 1.03 -4.20
H -0.13 2.23 -4.96
H 0.30 2.10 -3.23
H 2.84 5.24 -3.78
H 2.57 4.65 -5.44
C 0.24 -4.57 4.03
C -0.19 -5.03 2.64
C -0.89 -6.39 2.80
S -1.59 -6.40 4.46
O -0.93 -7.42 5.25
O -3.03 -6.37 4.39
C -0.96 -4.79 4.94
H 0.56 -3.53 4.01
H 1.09 -5.18 4.38
H -0.88 -4.30 2.22
H 0.65 -5.09 1.96
H -1.69 -6.54 2.09
H -0.19 -7.22 2.74
H -0.71 -4.81 6.00
H -1.74 -4.07 4.75
*
```

Atom charges from the natural (NBO) analysis, given in e for atoms 1 to 6:
1 C -1.023
2 B 0.698
3 O -0.850
4 S 2.076
5 O -1.008
6 O -1.023

=====

[3]
This record from OMol25 describes an isolated molecule of C3H4Br2 at a distorted geometry. The level of theory is ωB97M-V with the def2-TZVPD basis set.

Values from the calculation:
HOMO-LUMO gap: 10.35 eV
LUMO: 0.62 eV
SMILES: C=C(Br)CBr
HOMO energy: -0.3576 hartree
Energy: -143259.7215 eV

```
! RIJCOSX wB97M-V def2-TZVPD def2/J DEFGRID3
* xyz 0 1
C 0.82 0.74 -0.90
C 0.43 -0.27 -0.11
Br 1.36 -1.95 -0.04
C -0.92 -0.20 0.56
Br -0.81 -0.84 2.44
H 1.67 0.76 -1.49
H 0.17 1.56 -0.95
H -1.12 0.87 0.53
H -1.58 -0.67 -0.04
*
```

Atom charges from the natural (NBO) analysis, given in e for atoms 1 to 6:
1 C -0.399
2 C -0.069
3 Br 0.060
4 C -0.450
5 Br 0.000
6 H 0.215

=====

[4]
This record from OMol25 describes an isolated molecule of C8H12NO4P at a distorted geometry. The level of theory is ωB97M-V with the def2-TZVPD basis set.

Values from the calculation:
HOMO-LUMO gap: 10.17 eV
LUMO: 0.69 eV
SMILES: COC(=O)[C@@H]1C=C[P@@](=O)(OC)N=C1C
HOMO energy: -0.3482 hartree
Energy: -27458.4519 eV

```
! RIJCOSX wB97M-V def2-TZVPD def2/J DEFGRID3
* xyz 0 1
C -1.65 2.10 1.84
O -0.89 1.02 1.52
C -1.22 -0.23 1.78
O -2.25 -0.58 2.38
C -0.04 -1.07 1.29
C 1.17 -0.26 1.27
C 1.68 0.62 0.42
P 0.41 0.66 -1.18
O -0.58 1.74 -1.44
O 1.38 0.26 -2.46
C 1.98 1.25 -3.24
N -0.26 -0.89 -1.14
C -0.41 -1.57 -0.13
C -1.01 -2.93 -0.19
H -2.72 1.55 1.94
H -1.54 3.01 1.20
H -1.48 2.41 2.87
H 0.05 -1.98 1.89
H 1.77 -0.63 2.07
H 2.59 1.21 0.40
H 2.94 1.46 -2.85
H 1.32 2.08 -3.52
H 2.12 0.65 -4.13
H -1.91 -3.00 0.38
H -0.30 -3.68 0.22
H -1.13 -3.17 -1.21
*
```

Atom charges from the natural (NBO) analysis, given in e for atoms 1 to 6:
1 C -0.277
2 O -0.509
3 C 0.815
4 O -0.590
5 C -0.448
6 C -0.180

=====

[5]
This record from OMol25 describes an isolated molecule of C3H5F2N3 at a distorted geometry. The level of theory is ωB97M-V with the def2-TZVPD basis set.

Values from the calculation:
HOMO-LUMO gap (alpha / beta): 8.68 / 8.68 eV
LUMO (alpha / beta): 0.17 / 0.17 eV
HOMO energy (alpha / beta): -0.3129 / -0.3128 hartree
Energy: -13092.2201 eV

```
! RIJCOSX wB97M-V def2-TZVPD def2/J DEFGRID3
* xyz 0 1
C 2.16 -0.05 -0.11
C -0.04 -0.94 0.49
C -1.83 0.65 0.11
N 1.51 0.92 -0.80
N 0.22 0.99 -0.87
N -0.53 0.18 -0.17
F 3.25 0.33 0.56
F 0.21 -1.93 -0.40
H 2.18 -1.16 -0.29
H -0.58 -1.38 1.30
H -2.13 1.25 0.91
H -1.92 1.41 -0.78
H -2.49 -0.26 0.05
*
```

Atom charges from the natural (NBO) analysis, given in e for atoms 1 to 6:
1 C 0.369
2 C 0.189
3 C -0.428
4 N -0.303
5 N 0.009
6 N -0.212

=====

[6]
This record from OMol25 describes a structure of composition C4H8FNO at a distorted geometry. The level of theory is ωB97M-V with the def2-TZVPD basis set.

Values from the calculation:
HOMO-LUMO gap (alpha / beta): 7.64 / 7.64 eV
LUMO (alpha / beta): 0.59 / 0.59 eV
HOMO energy (alpha / beta): -0.2593 / -0.2594 hartree
Energy: -10527.7169 eV

```
! RIJCOSX wB97M-V def2-TZVPD def2/J DEFGRID3
* xyz 0 1
C 3.18 0.52 0.56
C 1.76 -0.34 -0.37
C -1.86 -0.23 -0.43
C -0.59 -0.96 -0.09
N 0.54 0.01 -0.06
O -0.73 -1.64 1.06
F 2.01 -1.51 -0.72
H 4.10 0.06 0.26
H 3.37 1.56 0.55
H -1.97 -0.06 -1.43
H -2.69 -0.81 -0.03
H -1.90 0.68 0.04
H -0.29 -1.61 -0.86
H 0.48 1.05 0.29
H 0.16 -1.67 1.47
*
```

Atom charges from the natural (NBO) analysis, given in e for atoms 1 to 6:
1 C -0.732
2 C 0.668
3 C -0.620
4 C 0.254
5 N -0.643
6 O -0.692

=====

[7]
This record from OMol25 describes an isolated molecule of C2H6ClN at a distorted geometry. The level of theory is ωB97M-V with the def2-TZVPD basis set.

Values from the calculation:
HOMO-LUMO gap: 10.30 eV
LUMO: 1.14 eV
SMILES: NCCCl
HOMO energy: -0.3364 hartree
Energy: -16183.2044 eV

```
! RIJCOSX wB97M-V def2-TZVPD def2/J DEFGRID3
* xyz 0 1
N 1.04 -0.63 -0.61
C -0.35 -0.55 -0.26
C -0.37 0.52 0.82
Cl -0.44 2.18 0.21
H 1.44 -1.13 -1.35
H 1.44 0.38 -0.59
H -0.92 -1.46 0.06
H -0.99 -0.20 -1.14
H -1.31 0.55 1.38
H 0.47 0.34 1.48
*
```

Atom charges from the natural (NBO) analysis, given in e for atoms 1 to 6:
1 N -0.864
2 C -0.236
3 C -0.389
4 Cl -0.073
5 H 0.378
6 H 0.365

=====

[8]
This record from OMol25 describes a cluster of 8 separate species, C8H12Cl20 in total at a distorted geometry. The level of theory is ωB97M-V with the def2-TZVPD basis set.

Values from the calculation:
HOMO-LUMO gap: 11.23 eV
LUMO: 0.21 eV
SMILES: ClC(Cl)Cl.ClC(Cl)Cl.ClC(Cl)Cl.ClC(Cl)Cl.ClCCl.ClCCl.ClCCl.ClCCl
HOMO energy: -0.4049 hartree
Energy: -258939.1702 eV

```
! RIJCOSX wB97M-V def2-TZVPD def2/J DEFGRID3
* xyz 0 1
Cl 10.56 -2.28 -12.52
C 9.02 -2.19 -11.65
Cl 7.94 -1.12 -12.57
Cl 9.24 -1.54 -10.02
H 8.54 -3.15 -11.54
Cl 8.88 -8.45 -17.18
C 9.03 -9.74 -15.99
Cl 7.46 -10.25 -15.34
Cl 10.05 -9.19 -14.62
H 9.48 -10.63 -16.40
Cl 5.94 -6.11 -16.52
C 4.93 -6.34 -15.10
Cl 5.53 -7.71 -14.14
Cl 3.21 -6.56 -15.48
H 4.98 -5.46 -14.47
Cl 12.53 -9.99 -11.90
C 12.58 -8.31 -11.34
Cl 14.26 -7.76 -11.28
Cl 11.84 -8.12 -9.74
H 12.04 -7.69 -12.04
Cl 13.07 -3.87 -15.72
C 12.30 -4.92 -14.47
Cl 12.64 -6.63 -14.67
H 12.62 -4.58 -13.49
H 11.25 -4.66 -14.57
Cl 9.94 -5.91 -12.30
C 8.59 -6.15 -13.41
Cl 7.86 -4.56 -13.83
H 8.97 -6.58 -14.33
H 7.91 -6.85 -12.95
Cl 8.10 -9.63 -9.85
C 6.56 -9.02 -10.47
Cl 6.49 -7.25 -10.47
H 6.41 -9.39 -11.47
H 5.78 -9.40 -9.81
Cl 6.42 -0.69 -15.88
C 5.49 -1.93 -15.00
Cl 4.25 -2.74 -15.98
H 6.19 -2.68 -14.65
H 5.04 -1.43 -14.15
*
```

Atom charges from the natural (NBO) analysis, given in e for atoms 1 to 6:
1 Cl 0.017
2 C -0.275
3 Cl 0.002
4 Cl 0.018
5 H 0.236
6 Cl 0.033